Formula: C37H50F9I2N4O5
Source: OMol25
Level of theory: the ωB97M-V functional and the def2-TZVPD basis

```
107
Properties=species:S:1:pos:R:3:forces:R:3
C -2.1073 4.9523 3.9809 -1.3 -2.2 -8.9
C -2.3049 4.4829 2.6574 1.3 1.7 8.8
C -2.5874 3.5013 1.3416 -0.3 0.3 0.4
N -3.9825 2.9213 1.3017 0.4 1.0 1.2
C -4.2628 1.9558 2.4260 0.8 0.8 1.6
C -5.8034 1.3999 2.3767 -1.1 0.6 0.2
C -6.5316 1.5904 0.8829 -1.8 7.1 -1.4
O -6.9336 2.8240 0.4675 2.9 -8.3 3.1
I -6.9594 -0.0597 -0.5075 0.4 1.0 1.1
C -3.1174 0.7450 2.5742 -3.2 -0.8 1.0
C -3.2090 0.3228 4.1905 -0.9 -0.8 -0.2
C -2.6145 -1.1653 4.5199 0.0 0.0 1.5
C -0.9668 -1.2034 4.7451 -1.3 -2.3 -1.1
I -0.4569 -0.1682 6.6047 -0.1 -0.3 -1.2
C -3.5925 -0.4469 1.5626 0.0 -1.0 -0.6
C -2.4346 -1.5081 1.1078 0.3 -1.2 0.9
C -2.9748 -3.0910 1.0657 1.0 -0.3 0.2
C -1.8489 -4.1509 1.6844 0.4 -0.5 0.2
C -1.5690 -5.4238 0.6702 -2.4 -0.2 -0.4
O -0.2113 -5.9876 0.7634 1.7 3.5 -1.8
C 0.7924 -5.1419 0.0987 -0.1 3.3 -3.5
C 2.4037 -5.3101 0.5146 -0.4 -0.8 0.7
O 0.5335 -4.2293 -0.8554 0.7 -5.4 5.9
N -1.7178 1.2700 2.3685 0.0 1.3 0.0
C -1.5427 2.2417 1.2236 2.6 2.9 -2.1
C 0.0039 2.8569 1.3930 0.0 -0.8 -0.1
C 1.1611 1.7514 0.9202 0.9 0.7 0.7
C 2.3619 1.8651 2.0567 -0.7 1.6 0.2
O 3.6398 1.2694 1.6346 0.5 2.9 -0.2
C 4.6403 2.3444 1.3350 2.8 3.7 3.8
C 4.9776 2.5472 -0.2801 -1.0 -0.9 0.8
O 5.2178 3.1028 2.3036 -4.4 -5.5 -6.5
C -1.5952 1.5807 -0.2741 -2.1 -0.6 -0.9
C -1.1403 2.5725 -1.4963 0.4 0.4 -0.7
C -1.4562 1.9122 -3.0004 -0.1 -1.5 1.6
F -0.3583 0.9403 -3.2519 -3.4 2.9 0.1
F -2.7255 1.1199 -3.0214 3.7 2.3 0.0
C -1.6193 3.0700 -4.1579 -0.2 2.3 0.3
F -0.6455 4.1837 -3.9559 -2.9 -3.7 -0.4
F -2.9807 3.6920 -3.9523 4.4 -2.2 -0.8
C -1.4212 2.5405 -5.6960 1.4 1.4 -2.5
F -0.0362 2.0269 -5.9656 -4.7 1.6 1.3
F -1.5909 3.7120 -6.6258 0.4 -3.8 3.3
C -2.4953 1.4041 -6.1876 -1.5 -2.4 -3.2
F -2.1753 0.0165 -5.6891 -1.3 5.3 -1.4
F -3.9235 1.7598 -5.9583 5.4 -1.4 -0.4
F -2.3391 1.3096 -7.6875 -0.6 0.3 5.3
H -1.9597 5.7079 4.8904 -0.4 -2.1 -2.5
H -2.5098 4.2352 0.4027 0.1 -1.8 2.1
H -4.6212 3.7592 1.4384 0.6 -1.6 -0.5
H -4.1690 2.5682 3.4465 -0.2 -1.3 -1.9
H -6.4328 2.1164 3.0953 1.3 -1.5 -1.8
H -5.9551 0.3172 2.8178 0.5 2.2 -1.2
H -4.3642 0.2916 4.4912 2.5 0.1 -0.9
H -2.7444 1.1640 4.8947 -0.7 -1.8 -1.6
H -3.0647 -1.4694 5.5839 1.0 0.7 -2.3
H -2.9944 -2.0203 3.7863 1.0 2.1 1.3
H -0.3555 -0.8799 3.8022 -1.0 -0.3 2.0
H -0.7117 -2.3569 4.9172 -0.4 2.7 -0.3
H -4.0911 -0.0347 0.5804 1.0 -0.5 2.1
H -4.4418 -1.0845 2.1045 1.9 1.6 -1.0
H -1.5859 -1.5158 1.9466 -1.5 0.1 -1.9
H -1.9668 -1.3191 0.0479 -0.9 0.0 2.2
H -3.0953 -3.3808 -0.0657 -0.3 0.6 2.3
H -3.9424 -3.2481 1.7140 1.7 0.5 -1.6
H -2.2171 -4.5853 2.7325 0.8 1.0 -2.3
H -0.8082 -3.6546 1.8938 -2.0 -0.7 -0.5
H -2.3113 -6.3080 0.9740 1.9 1.8 -0.6
H -1.8771 -5.1483 -0.4495 1.1 -0.5 2.4
H 2.9373 -6.0241 -0.2476 -1.3 1.4 1.3
H 2.5286 -5.8068 1.5867 -0.5 1.1 -2.3
H 2.9760 -4.2763 0.5089 -1.7 -2.1 -0.2
H -1.4747 1.8161 3.2504 -0.3 -0.6 -1.1
H -0.9709 0.5475 2.2763 -0.9 0.1 0.0
H 0.1698 3.0677 2.5355 -0.3 0.0 -2.2
H 0.1060 3.8629 0.7636 -0.3 -2.2 1.6
H 0.7577 0.6478 0.8933 0.8 2.1 -0.2
H 1.6545 2.0686 -0.1184 -1.3 -1.0 2.2
H 1.9699 1.4539 3.1015 1.1 0.5 -2.2
H 2.5471 3.0242 2.2085 -0.4 -2.3 -0.1
H 3.9433 2.3410 -0.8367 2.4 0.5 1.1
H 5.7187 1.6941 -0.5891 -1.4 1.7 0.6
H 5.4118 3.6109 -0.5200 -0.9 -2.3 0.8
H -0.9983 0.5801 -0.4007 -1.0 2.1 0.6
H -2.7415 1.3130 -0.4730 2.5 0.5 0.3
H -1.6605 3.6225 -1.5079 0.8 -2.1 0.2
H 0.0331 2.7896 -1.4645 -2.7 -0.6 -0.3
N 2.3155 -2.1206 -2.7557 0.1 0.1 0.0
C 2.0744 -0.8913 -3.3118 0.1 0.0 0.1
C 3.1818 -0.5324 -4.0474 -0.3 0.2 0.1
C 4.1214 -1.5850 -3.9359 0.0 -0.3 0.1
C 3.5593 -2.5539 -3.1352 -0.1 0.0 0.1
H 1.6754 -2.6291 -2.1596 0.1 -0.1 -0.1
H 1.1388 -0.3778 -3.1355 0.4 -0.3 -0.1
H 3.2996 0.3876 -4.6052 0.0 -0.2 0.1
H 5.1021 -1.6315 -4.3913 -0.2 0.1 -0.1
H 3.9375 -3.5114 -2.8027 -0.1 0.1 -0.1
N 7.0635 -2.2815 -2.5708 0.1 -0.1 0.0
C 8.1507 -1.9666 -3.3437 0.0 0.0 0.0
C 9.2620 -1.9553 -2.5307 -0.1 0.1 -0.4
C 8.8308 -2.2806 -1.2225 -0.3 -0.1 0.3
C 7.4694 -2.4799 -1.2767 0.0 0.0 0.0
H 6.1110 -2.3567 -2.9034 0.4 0.1 0.2
H 8.0405 -1.7765 -4.4029 0.1 0.0 0.2
H 10.2742 -1.7375 -2.8460 -0.2 0.0 0.0
H 9.4470 -2.3616 -0.3364 -0.1 0.0 -0.1
H 6.7565 -2.7439 -0.5070 0.1 0.0 -0.1
```
Forces are in eV/Å.

E ... -3528.266476 Ha
Net charge ... +1
E_HOMO ... -9.4 eV
E_LUMO ... -2.92 eV